(1)
A 2-piece molecular cluster, C2H6ClN3 overall, computed with ωB97M-V with the def2-TZVPD basis set.

```
12
Properties=species:S:1:pos:R:3:mulliken_charge:R:1
C -0.598 -1.138 0.800 0.237
C 1.232 1.794 -0.470 0.573
N 0.010 -0.683 -0.261 -0.307
N -1.017 -2.337 1.018 -0.225
N 0.379 2.450 -1.048 -0.352
Cl 2.668 1.708 0.184 0.104
H -0.483 -0.367 1.618 0.334
H 0.020 -1.318 -1.113 0.263
H -1.238 -2.800 1.929 0.339
H -0.839 -3.051 0.174 0.334
H -0.493 2.233 -1.718 0.364
H 0.360 3.510 -1.113 0.335
```

Calculated values
E_LUMO (alpha / beta)   -9.546 / -12.458 eV
Charge   +2
HOMO-LUMO gap (alpha / beta)   11.49 / 5.28 eV
Strongest force on any atom   6.55 eV/A
Relative energy (zero: lowest compared OMol25 entry of this formula, charge and spin)   4.8272 eV
HOMO (alpha / beta)   -21.04 / -17.74 eV



(2)
A 3-piece molecular cluster, C17H25NO8 overall, computed with ωB97M-V with the def2-TZVPD basis set.

```
51
Properties=species:S:1:pos:R:3:mulliken_charge:R:1
H 1.461 -2.914 -6.397 0.250
N 2.061 -3.325 -5.673 -0.703
C 1.267 -3.767 -4.794 0.849
C -0.270 -3.623 -4.943 -1.269
C 1.759 -4.441 -3.488 -1.159
C 1.287 -3.540 -2.329 0.430
C 0.119 -3.791 -1.741 -0.289
C -0.377 -2.890 -0.637 0.298
O -1.461 -3.039 -0.166 -0.573
C 0.560 -1.789 -0.155 -0.143
C 1.734 -1.549 -0.721 -0.670
C 2.164 -2.364 -1.927 0.378
O 3.160 -2.123 -2.532 -0.538
H -0.546 -3.491 -6.003 0.476
H -0.788 -4.493 -4.506 0.274
H -0.555 -2.718 -4.372 0.302
H 2.860 -4.501 -3.522 0.332
H 1.386 -5.473 -3.384 0.454
H -0.457 -4.643 -2.121 0.402
H 0.205 -1.218 0.711 0.305
H 2.383 -0.764 -0.318 0.556
C 2.608 5.406 2.940 -1.097
C 3.351 4.087 2.888 -0.190
O 2.690 3.147 2.029 -0.321
C 2.870 3.341 0.720 0.692
O 3.532 4.208 0.213 -0.557
O 2.165 2.410 0.065 -0.232
C 2.194 2.561 -1.356 -0.747
H 1.564 5.246 3.215 0.290
H 3.068 6.077 3.666 0.358
H 2.612 5.898 1.967 0.314
H 3.365 3.636 3.880 0.294
H 4.389 4.221 2.580 0.310
H 3.216 2.615 -1.729 0.349
H 1.634 3.450 -1.647 0.339
H 1.713 1.687 -1.792 0.202
C -2.853 -0.490 0.957 -0.768
C -2.660 -0.720 2.441 -0.203
O -2.909 0.475 3.196 -0.334
C -4.194 0.783 3.378 0.761
O -5.140 0.152 2.982 -0.549
O -4.252 1.930 4.065 -0.338
C -5.577 2.427 4.253 -0.637
H -2.249 0.356 0.618 0.256
H -2.570 -1.381 0.393 0.058
H -3.893 -0.252 0.727 0.394
H -1.622 -0.992 2.636 0.272
H -3.283 -1.538 2.805 0.313
H -6.223 1.672 4.698 0.295
H -5.987 2.767 3.301 0.290
H -5.513 3.276 4.930 0.224
```

Calculated values
E_LUMO   -1.387 eV
Charge   0
SMILES string   [H]/N=C(\C)CC1=CC(=O)C=CC1=O.CCOC(=O)OC.CCOC(=O)OC
HOMO-LUMO gap   8.69 eV
Strongest force on any atom   2.05 eV/A
Relative energy (zero: lowest compared OMol25 entry of this formula, charge and spin)   0.8923 eV
HOMO   -10.08 eV



(3)
C21H41BrCl2GeN2ORuSSeSi as an isolated structure, computed with ωB97M-V with the def2-TZVPD basis set.

```
73
Properties=species:S:1:pos:R:3:mulliken_spin:R:1
Ru 0.689 -1.477 -1.151 0.958
O 5.972 1.415 -2.238 0.005
C 4.918 0.636 -2.020 0.012
C 5.009 -0.742 -1.803 0.000
C 3.857 -1.461 -1.589 0.025
N 2.649 -0.881 -1.579 -0.055
C 2.589 0.449 -1.788 0.041
Br 0.755 1.012 -1.664 -0.010
C 3.664 1.256 -2.012 -0.003
H 6.798 0.916 -2.237 0.000
H 5.968 -1.244 -1.808 0.000
H 3.876 -2.530 -1.430 -0.004
H 3.569 2.320 -2.173 0.000
S -3.262 -3.607 -2.106 0.068
C -2.034 -2.627 -1.929 0.018
N -1.140 -1.850 -1.798 0.005
Cl 0.399 -6.503 -0.506 0.000
C 1.388 -5.093 -0.263 -0.001
Cl 1.031 -3.857 -1.546 -0.004
H 2.436 -5.347 -0.357 0.000
H 1.148 -4.625 0.677 0.002
C -1.454 4.337 0.233 0.000
Ge -2.823 4.458 -1.159 0.000
C -4.120 5.852 -0.736 0.000
C -1.966 4.813 -2.880 0.000
C -3.723 2.708 -1.202 0.000
Se -2.518 1.244 -1.654 -0.001
C -2.701 1.261 -3.585 0.000
H -0.923 5.283 0.339 0.000
H -0.730 3.558 -0.014 0.000
H -1.906 4.090 1.195 0.000
H -3.639 6.830 -0.701 0.000
H -4.584 5.664 0.233 0.000
H -4.908 5.884 -1.490 0.000
H -1.495 5.796 -2.863 0.000
H -2.693 4.800 -3.693 0.000
H -1.195 4.069 -3.089 0.000
H -4.570 2.656 -1.886 0.000
H -4.102 2.471 -0.207 0.000
H -2.548 2.265 -3.972 0.000
H -3.683 0.889 -3.865 0.000
H -1.939 0.595 -3.984 0.000
C -0.220 0.699 1.501 0.005
Si 0.264 -1.095 1.241 -0.088
C 1.938 -1.322 2.176 0.004
C 2.648 -2.655 1.928 0.019
C 2.905 -0.181 1.818 0.016
C 1.681 -1.197 3.690 0.004
C -1.265 -2.109 1.795 -0.002
C -2.518 -1.439 1.202 -0.003
C -1.249 -3.588 1.411 -0.004
C -1.411 -2.031 3.328 -0.001
H -0.548 0.819 2.538 -0.001
H -1.056 0.985 0.862 0.002
H 0.595 1.401 1.332 0.000
H 2.900 -2.795 0.874 -0.011
H 2.047 -3.503 2.268 0.000
H 3.584 -2.687 2.495 0.001
H 3.170 -0.164 0.764 -0.005
H 3.835 -0.314 2.381 0.001
H 2.507 0.797 2.088 0.000
H 1.179 -2.070 4.100 0.000
H 1.094 -0.313 3.946 0.000
H 2.644 -1.105 4.202 0.001
H -2.510 -1.379 0.115 0.002
H -2.649 -0.429 1.594 0.000
H -3.397 -2.016 1.501 0.001
H -1.171 -3.744 0.334 0.002
H -2.184 -4.057 1.730 0.000
H -0.446 -4.122 1.926 0.000
H -1.350 -1.011 3.711 0.000
H -0.677 -2.643 3.851 0.000
H -2.399 -2.417 3.596 0.000
```

Calculated values
Spin multiplicity   2
E_LUMO (alpha / beta)   -3.738 / -4.135 eV
Charge   +1
HOMO-LUMO gap (alpha / beta)   6.53 / 6.13 eV
Strongest force on any atom   0.72 eV/A
Relative energy (zero: lowest compared OMol25 entry of this formula, charge and spin)   0.9598 eV
⟨S²⟩   0.7589
HOMO (alpha / beta)   -10.27 / -10.27 eV



(4)
One molecule with the formula C4H11N2O, computed with ωB97M-V with the def2-TZVPD basis set.

```
18
Properties=species:S:1:pos:R:3:mulliken_spin:R:1
C -1.996 -0.228 0.660 0.003
O -2.881 -1.103 0.137 0.864
C -0.652 -0.235 -0.111 0.028
C 0.396 0.558 0.670 0.011
C 1.775 0.554 -0.008 0.000
N 2.330 -0.737 -0.378 0.000
N -0.769 0.250 -1.485 0.008
H -1.760 -0.571 1.675 0.082
H -2.382 0.796 0.758 0.004
H -0.346 -1.280 -0.134 -0.002
H 0.055 1.595 0.765 0.001
H 0.497 0.042 1.626 -0.003
H 1.708 1.140 -0.927 0.000
H 2.488 1.042 0.646 0.000
H 1.668 -1.296 -0.906 0.000
H 2.586 -1.289 0.433 0.000
H -1.421 -0.363 -1.968 0.002
H -1.294 1.124 -1.453 0.002
```

Calculated values
Spin multiplicity   2
E_LUMO (alpha / beta)   0.943 / -1.667 eV
Charge   0
HOMO-LUMO gap (alpha / beta)   10.16 / 7.54 eV
Strongest force on any atom   0.83 eV/A
Relative energy (zero: lowest compared OMol25 entry of this formula, charge and spin)   0.7100 eV
⟨S²⟩   0.7541
HOMO (alpha / beta)   -9.21 / -9.21 eV



(5)
One molecule with the formula C5H8N2, computed with ωB97M-V with the def2-TZVPD basis set.

```
15
Properties=species:S:1:pos:R:3:mulliken_charge:R:1
C 1.229 0.754 1.583 -0.668
C 0.544 0.864 0.457 -0.348
C -0.749 0.156 0.165 0.423
N -1.813 1.110 -0.034 -0.657
C -0.390 -0.734 -0.949 0.308
N -0.616 -1.137 -2.104 -0.626
C 0.689 -1.665 -1.049 -0.569
H 2.110 1.359 1.764 0.267
H 0.884 0.113 2.389 0.229
H 0.880 1.520 -0.348 0.291
H -0.999 -0.529 0.988 0.275
H -2.651 0.598 -0.287 0.291
H -1.561 1.679 -0.837 0.284
H 0.542 -2.656 -0.633 0.240
H 1.747 -1.429 -1.251 0.261
```

Calculated values
E_LUMO   1.057 eV
Charge   0
SMILES string   C=C[C@@H](N)C1=NC1
HOMO-LUMO gap   10.36 eV
Strongest force on any atom   2.00 eV/A
Relative energy (zero: lowest compared OMol25 entry of this formula, charge and spin)   3.3849 eV
HOMO   -9.30 eV



(6)
A 2-piece molecular cluster, CHF3N2 overall, computed with ωB97M-V with the def2-TZVPD basis set.

```
7
Properties=species:S:1:pos:R:3:mulliken_charge:R:1
C -1.322 -0.088 -0.267 0.248
N -0.870 -0.107 -1.395 -0.397
N 1.206 0.360 1.435 0.173
F -2.449 -0.456 0.216 -0.150
F 1.831 -0.843 1.393 -0.086
F 1.535 0.924 0.222 -0.107
H 0.069 0.210 -1.603 0.319
```

Calculated values
E_LUMO (alpha / beta)   -0.590 / -1.132 eV
Charge   0
HOMO-LUMO gap (alpha / beta)   10.84 / 7.78 eV
Strongest force on any atom   2.32 eV/A
Relative energy (zero: lowest compared OMol25 entry of this formula, charge and spin)   7.9753 eV
HOMO (alpha / beta)   -11.43 / -8.91 eV